19
Properties=species:S:1:pos:R:3:forces:R:3 method="wB97M-V/def2-TZVPD" charge=-1 orbital_gap_ev="2.7 / 11.4" homo_energy_ev="1.5 / -7.2" lumo_energy_ev="4.19 / 4.26" spin_multiplicity=2 relative_energy_kcal_mol=38.7
C -2.170 0.209 1.391 -2.47 -1.48 -0.35
C -1.033 0.091 2.359 0.24 -0.71 2.46
H -1.853 0.906 0.606 -0.81 -0.16 -0.09
H -2.504 -0.863 0.935 1.06 2.50 0.71
H -3.133 0.532 1.956 1.55 -0.10 -1.20
H -1.303 0.460 3.417 0.68 0.26 -1.65
H -0.035 0.408 2.004 -0.61 0.23 0.29
H -0.914 -0.954 2.624 0.34 -0.54 -0.13
C 0.654 0.319 -1.281 1.43 1.49 -0.20
C 0.436 -1.188 -1.163 -3.15 2.99 -1.00
C 2.231 0.595 -1.472 -3.51 1.99 5.26
H 0.186 0.810 -2.202 -0.02 -0.88 1.33
H 0.333 0.879 -0.316 0.39 -0.81 -1.67
H -0.658 -1.331 -1.313 0.40 -0.50 1.24
H 0.951 -1.588 -0.361 0.43 -1.00 1.81
H 2.589 0.206 -0.445 0.53 0.58 -1.96
H 2.592 0.245 -2.345 1.44 -1.74 -2.59
H 0.757 -1.571 -2.049 1.57 -1.50 -2.52
H 2.284 1.710 -1.516 0.51 -0.63 0.26


19
Properties=species:S:1:pos:R:3:forces:R:3 method="wB97M-V/def2-TZVPD" smiles=CCC.CC orbital_gap_ev=12.1 homo_energy_ev=-11.0 lumo_energy_ev=1.15 spin_multiplicity=1 relative_energy_kcal_mol=44.5
C -1.593 0.149 -2.795 0.47 1.10 -1.56
C -0.300 0.909 -2.651 4.61 -1.62 1.86
H -2.367 0.841 -3.179 0.05 -0.62 0.35
H -1.368 -0.606 -3.554 -0.64 -0.12 0.11
H -1.868 -0.314 -1.869 -0.29 -0.21 0.38
H 0.197 1.475 -3.423 -1.11 0.47 -0.96
H 0.660 0.091 -2.603 -2.57 1.75 0.49
H -0.151 1.545 -1.734 -0.53 -0.71 -0.75
C 0.930 0.216 1.990 1.35 -0.20 0.14
C 0.951 -0.913 3.140 1.00 2.10 -0.37
C -0.014 -0.242 0.835 1.54 -3.15 1.92
H 0.599 1.216 2.461 0.47 -1.51 -0.99
H 2.063 0.383 1.534 -2.89 -0.43 1.36
H 1.869 -1.421 3.072 1.44 -0.82 -0.48
H 0.240 -1.701 3.023 -1.04 -0.01 0.11
H 0.186 0.190 -0.065 1.42 0.83 -2.65
H -0.134 -1.410 0.704 0.65 2.30 0.31
H 1.060 -0.518 4.166 -0.86 0.04 -0.44
H -0.960 0.112 0.949 -3.08 0.81 1.16


19
Properties=species:S:1:pos:R:3:forces:R:3 method="wB97M-V/def2-TZVPD" smiles=CCC.CC orbital_gap_ev=12.6 homo_energy_ev=-11.4 lumo_energy_ev=1.15 spin_multiplicity=1 relative_energy_kcal_mol=2.8
C -0.504 0.719 -2.272 -0.05 -0.28 -0.15
C -1.715 0.278 -1.438 0.45 0.63 0.40
C 0.785 0.937 -1.485 -0.42 0.33 0.25
H -0.343 -0.052 -3.029 0.14 0.03 -0.10
H -0.729 1.617 -2.838 -0.16 0.28 0.04
H -1.700 0.737 -0.439 0.08 -0.03 -0.17
H -1.694 -0.798 -1.287 -0.28 -0.10 -0.06
H 0.601 1.624 -0.647 -0.06 -0.33 0.06
H 1.168 -0.015 -1.106 0.18 0.26 0.01
H -2.639 0.621 -1.901 -0.11 -0.41 -0.09
H 1.519 1.471 -2.086 0.24 -0.40 -0.17
C 0.662 -0.235 2.781 0.21 0.02 -0.38
C 0.720 -1.608 2.123 -0.04 0.10 0.04
H -0.288 -0.079 3.287 0.04 -0.01 0.16
H 1.490 -0.122 3.474 -0.05 0.13 0.29
H 0.758 0.557 2.034 0.03 -0.03 0.02
H 0.467 -2.389 2.837 -0.03 -0.09 0.01
H 0.005 -1.644 1.306 -0.06 -0.21 -0.15
H 1.714 -1.837 1.728 -0.09 0.10 -0.03